No. 1
The following is a DFT calculation (ωB97M-V/def2-TZVPD) of a cluster of 3 separate species, C17H41BBrIN2O6PS in total.

The geometry in XYZ format:
```
71
Properties=species:S:1:pos:R:3:lowdin_charge:R:1
C -0.10 4.33 0.70 -0.161
C -0.83 3.04 0.31 -0.738
I -2.08 2.39 1.94 0.795
C 0.03 1.90 -0.26 -0.188
C 1.43 1.69 0.34 -0.411
O 1.41 0.98 1.55 -0.074
B 1.65 -0.46 1.22 -0.840
P -0.02 -1.54 1.56 0.421
S -0.80 -2.70 0.13 -0.014
O 1.93 -0.47 -0.24 -0.088
C 2.23 0.78 -0.59 -0.654
Br 4.21 1.20 -0.31 0.590
H 0.12 4.90 -0.20 0.057
H -0.74 4.94 1.34 0.044
H 0.82 4.14 1.24 0.077
H -1.56 3.28 -0.46 0.058
H -0.51 0.96 -0.18 0.101
H 0.14 2.10 -1.33 0.114
H 1.93 2.66 0.45 0.112
H 2.54 -0.95 1.89 0.075
H 0.20 -2.29 2.74 -0.062
H -0.98 -0.65 2.06 -0.098
H 2.12 0.94 -1.66 0.092
C 2.83 7.79 -6.24 -0.125
O 1.87 6.76 -6.21 -0.197
C 2.30 5.52 -6.76 -0.220
C 2.39 4.45 -5.69 -0.222
N 3.46 4.74 -4.75 -0.051
C 3.54 3.83 -3.61 -0.190
C 2.36 3.79 -2.65 -0.223
O 2.18 4.98 -1.91 -0.181
C 1.40 5.98 -2.52 -0.113
H 2.35 8.69 -5.88 0.086
H 3.69 7.57 -5.60 0.082
H 3.20 7.96 -7.26 0.085
H 3.27 5.65 -7.24 0.120
H 1.57 5.22 -7.52 0.119
H 2.61 3.50 -6.18 0.125
H 1.40 4.36 -5.22 0.108
H 3.34 5.69 -4.41 0.075
H 4.43 4.09 -3.04 0.122
H 3.70 2.82 -4.00 0.122
H 2.57 3.01 -1.92 0.067
H 1.42 3.52 -3.16 0.114
H 0.63 5.56 -3.16 0.091
H 2.00 6.68 -3.11 0.073
H 0.91 6.55 -1.72 0.080
C -4.87 -7.39 6.27 -0.126
O -3.76 -8.03 5.69 -0.197
C -4.01 -8.60 4.41 -0.223
C -3.24 -7.88 3.33 -0.229
N -3.74 -6.53 3.14 -0.054
C -2.97 -5.71 2.20 -0.196
C -1.52 -5.39 2.53 -0.238
O -1.38 -4.56 3.67 -0.192
C -1.27 -5.23 4.91 -0.118
H -4.58 -7.09 7.28 0.085
H -5.18 -6.50 5.71 0.083
H -5.74 -8.06 6.34 0.084
H -5.08 -8.57 4.19 0.119
H -3.69 -9.65 4.44 0.118
H -3.36 -8.43 2.39 0.123
H -2.17 -7.91 3.59 0.108
H -3.76 -6.06 4.04 0.076
H -3.50 -4.76 2.07 0.120
H -2.99 -6.22 1.22 0.119
H -1.13 -4.83 1.68 0.031
H -0.92 -6.30 2.66 0.110
H -0.75 -6.19 4.80 0.085
H -2.25 -5.42 5.37 0.070
H -0.70 -4.59 5.58 0.085
```

Charge: -1
Molecular weight in g mol⁻¹: 650.18
Energy in eV: -132504.1484
2S+1: 1
E_LUMO in eV: 2.30



No. 2
The following is a DFT calculation (ωB97M-V/def2-TZVPD) of a structure of composition C34H22BrIN4O9S2Y.

The geometry in XYZ format:
```
74
Properties=species:S:1:pos:R:3:lowdin_charge:R:1
Y -0.45 -0.12 -0.10 1.422
O 4.14 0.47 0.52 0.063
C 4.09 1.50 1.40 -0.262
C 5.29 2.14 1.70 -0.021
C 5.31 3.20 2.58 -0.098
C 4.14 3.64 3.19 -0.105
C 2.95 3.00 2.89 -0.037
C 2.90 1.92 2.00 -0.077
C 1.60 1.26 1.72 -0.418
O 1.56 0.33 0.80 -0.246
N 0.56 1.63 2.42 0.077
N -0.56 0.90 2.02 -0.081
C -1.62 1.10 2.70 -0.067
C -2.88 0.40 2.49 -0.153
C -4.00 0.85 3.20 -0.061
C -5.22 0.23 3.09 -0.115
C -5.34 -0.89 2.27 -0.099
C -4.25 -1.37 1.57 -0.019
C -2.99 -0.74 1.65 -0.356
O -1.98 -1.23 0.96 -0.248
H 3.22 0.18 0.36 0.072
H 6.19 1.79 1.21 0.113
H 6.25 3.69 2.80 0.096
H 4.15 4.47 3.87 0.091
H 2.02 3.32 3.35 0.103
H -1.60 1.85 3.49 0.125
H -3.88 1.71 3.84 0.105
H -6.08 0.60 3.65 0.089
H -6.29 -1.40 2.18 0.096
H -4.34 -2.24 0.94 0.107
O 2.16 -1.20 -5.51 -0.292
S 0.88 -1.78 -5.19 0.622
O 0.61 -3.11 -5.67 -0.322
N 0.57 -1.67 -3.59 0.001
C -0.49 -0.94 -3.36 -0.495
O -0.99 -0.70 -2.22 -0.150
C -1.14 -0.36 -4.58 -0.131
C -2.25 0.45 -4.66 0.002
C -2.64 0.92 -5.91 -0.069
C -1.91 0.57 -7.05 -0.077
C -0.80 -0.26 -6.97 -0.034
C -0.44 -0.71 -5.72 -0.202
H -2.81 0.70 -3.76 0.115
H -3.50 1.56 -6.00 0.099
H -2.23 0.96 -8.01 0.099
H -0.24 -0.54 -7.85 0.118
Br 1.93 -5.00 -2.88 0.736
C 0.10 -4.65 -2.60 -0.755
C -0.81 -5.12 -3.53 -0.140
C -2.16 -4.87 -3.37 -0.078
C -2.61 -4.16 -2.27 -0.076
C -1.71 -3.68 -1.33 -0.152
C -0.36 -3.91 -1.51 -0.701
I 0.98 -3.05 -0.14 1.055
H -0.44 -5.65 -4.40 0.101
H -2.86 -5.23 -4.12 0.103
H -3.67 -3.96 -2.14 0.104
H -2.06 -3.10 -0.49 0.072
O 1.28 3.91 -1.81 -0.282
S 0.46 2.85 -2.31 0.640
O 1.04 1.89 -3.20 -0.270
N -0.32 2.07 -1.10 -0.126
C -1.65 2.13 -1.23 -0.533
O -2.40 1.41 -0.55 -0.006
C -2.11 3.04 -2.32 -0.144
C -3.41 3.36 -2.68 -0.008
C -3.59 4.18 -3.79 -0.074
C -2.49 4.64 -4.52 -0.073
C -1.19 4.31 -4.15 -0.027
C -1.03 3.51 -3.04 -0.197
H -4.24 2.97 -2.11 0.125
H -4.59 4.45 -4.10 0.102
H -2.66 5.27 -5.39 0.103
H -0.34 4.67 -4.72 0.123
```

ΔE to the lowest compared entry with this formula, charge and spin in kJ/mol: 52.69
Charge: -1
Molecular weight in g mol⁻¹: 990.42
Energy in eV: -160868.4490
2S+1: 1
E_LUMO in eV: 2.23



No. 3
The following is a DFT calculation (ωB97M-V/def2-TZVPD) of a cluster of 7 separate species, C21H59N3O10 in total at a distorted geometry.

The geometry in XYZ format:
```
93
Properties=species:S:1:pos:R:3:lowdin_charge:R:1
C -0.12 6.24 -1.42 -0.070
C -0.44 5.28 -2.55 -0.412
C 0.72 4.33 -2.75 -0.217
O 0.51 3.39 -3.77 -0.224
C 0.77 3.87 -5.06 -0.076
N -1.65 4.44 -2.22 0.057
H 0.19 5.71 -0.52 0.079
H -0.92 6.94 -1.19 0.079
H 0.75 6.86 -1.71 0.083
H -0.69 5.86 -3.44 0.132
H 1.03 3.86 -1.82 0.119
H 1.59 4.96 -3.02 0.134
H 0.22 4.79 -5.27 0.090
H 0.42 3.11 -5.76 0.094
H 1.85 4.00 -5.20 0.096
H -1.55 4.18 -1.24 0.040
H -2.44 5.09 -2.15 0.074
C 2.37 -1.53 6.50 -0.073
C 2.28 -1.59 4.98 -0.464
C 1.00 -0.93 4.50 -0.227
O -0.16 -1.50 5.07 -0.183
C -0.68 -2.58 4.32 -0.099
N 3.43 -0.91 4.38 0.048
H 3.34 -1.94 6.82 0.074
H 1.62 -2.10 7.04 0.074
H 2.36 -0.50 6.87 0.081
H 2.19 -2.68 4.78 0.130
H 0.93 -0.89 3.41 0.093
H 1.04 0.11 4.85 0.133
H -1.25 -3.19 5.02 0.093
H 0.13 -3.22 3.94 0.077
H -1.29 -2.23 3.49 0.068
H 3.28 -0.89 3.36 0.020
H 4.21 -1.55 4.53 0.071
C 2.10 -3.13 1.19 -0.038
C 3.21 -2.14 0.93 -0.413
C 3.68 -2.17 -0.51 -0.213
O 4.52 -1.05 -0.74 -0.203
C 5.15 -1.10 -2.00 -0.103
N 2.82 -0.78 1.38 0.053
H 2.48 -4.15 1.26 0.090
H 1.36 -3.11 0.39 0.058
H 1.59 -2.92 2.13 0.060
H 4.09 -2.41 1.53 0.136
H 2.80 -2.15 -1.18 0.130
H 4.24 -3.09 -0.70 0.131
H 4.42 -1.11 -2.82 0.088
H 5.77 -2.00 -2.07 0.088
H 5.79 -0.22 -2.07 0.087
H 1.88 -0.61 1.03 0.043
H 3.43 -0.14 0.88 0.080
C -0.78 2.20 0.28 -0.041
C -0.31 0.94 1.00 -0.423
C -1.37 0.31 1.84 -0.036
O 0.09 -0.07 0.00 -0.112
H 0.03 2.56 -0.36 0.065
H -0.94 2.98 1.03 0.096
H -1.68 2.00 -0.29 0.071
H 0.59 1.10 1.59 0.131
H -1.09 -0.71 2.13 0.056
H -2.38 0.33 1.42 0.081
H -1.43 0.84 2.80 0.100
H 0.43 0.40 -0.77 0.062
C -5.16 -0.03 -1.15 -0.262
C -4.90 1.35 -0.56 -0.256
O -5.93 2.26 -0.92 -0.068
O -4.38 -1.04 -0.57 -0.076
H -5.03 0.00 -2.25 0.122
H -6.23 -0.24 -1.05 0.118
H -3.96 1.76 -0.94 0.101
H -4.82 1.25 0.53 0.120
H -6.65 2.22 -0.30 0.084
H -3.50 -0.96 -0.97 0.030
C -1.85 -3.87 0.09 -0.256
C -0.88 -4.09 -1.05 -0.238
O -1.51 -4.92 -2.03 -0.063
O -2.21 -5.05 0.78 -0.050
H -2.75 -3.34 -0.24 0.117
H -1.35 -3.19 0.79 0.111
H -0.04 -4.64 -0.63 0.114
H -0.66 -3.11 -1.46 0.097
H -1.18 -4.69 -2.90 0.078
H -2.50 -5.68 0.11 0.083
C -0.99 0.65 -3.34 -0.226
C -1.46 -0.76 -3.07 -0.211
O -1.84 -0.89 -1.71 -0.098
O 0.28 0.82 -2.71 -0.081
H -1.71 1.36 -2.91 0.118
H -0.95 0.85 -4.41 0.123
H -0.60 -1.41 -3.27 0.122
H -2.29 -1.03 -3.71 0.128
H -1.05 -0.66 -1.20 0.043
H 0.61 1.69 -2.99 0.060
```

SMILES: COC[C@H](C)N.COC[C@H](C)N.COC[C@H](C)N.CC(C)O.OCCO.OCCO.OCCO
ΔE to the lowest compared entry with this formula, charge and spin in kJ/mol: 0.00
Molecular weight in g mol⁻¹: 513.71
Energy in eV: -47676.6580
2S+1: 1
E_LUMO in eV: 0.37



No. 4
The following is a DFT calculation (ωB97M-V/def2-TZVPD) of a cluster of 2 separate species, C11H20Br2ClN4O2 in total at a distorted geometry.

The geometry in XYZ format:
```
40
Properties=species:S:1:pos:R:3:nbo_charge:R:1
C -1.14 -0.04 -2.43 -0.620
C -1.86 1.16 -1.84 -0.415
C -1.53 1.49 -0.38 -0.266
Cl -2.80 0.83 0.68 0.026
C -0.27 0.88 0.16 0.406
N -0.31 -0.35 0.56 -0.419
C 0.92 -0.61 1.07 0.582
N 1.19 -1.75 1.63 -0.555
C 2.48 -2.04 2.20 -0.415
N 1.71 0.46 0.92 -0.420
N 0.95 1.46 0.33 -0.251
C 1.46 2.74 0.12 -0.061
Br 0.43 4.15 1.25 -0.134
C 1.59 3.21 -1.33 -0.260
C 1.88 2.08 -2.31 -0.643
Br 0.10 4.29 -2.05 -0.020
H -1.42 -0.19 -3.46 0.207
H -1.39 -0.94 -1.88 0.254
H -0.06 0.05 -2.40 0.183
H -1.73 2.02 -2.49 0.207
H -2.92 0.92 -1.87 0.237
H -1.50 2.55 -0.21 0.244
H 0.36 -2.45 1.68 0.507
H 2.99 -1.15 2.56 0.166
H 3.09 -2.59 1.49 0.200
H 2.34 -2.71 3.04 0.229
H 2.66 0.51 1.22 0.420
H 2.46 2.74 0.53 0.223
H 2.43 3.88 -1.35 0.222
H 1.03 1.83 -2.92 0.241
H 2.31 1.21 -1.83 0.218
H 2.63 2.45 -3.01 0.221
O -0.63 -3.69 0.80 -0.923
C -1.75 -3.91 1.52 -0.043
C -2.78 -2.60 1.57 -0.016
O -3.86 -2.85 2.27 -0.840
H -1.60 -4.16 2.59 0.081
H -2.40 -4.73 1.15 0.099
H -2.93 -2.36 0.48 0.063
H -2.12 -1.77 1.93 0.064
```

ΔE to the lowest compared entry with this formula, charge and spin in kJ/mol: 0.00
Charge: -1
Molecular weight in g mol⁻¹: 435.57
Energy in eV: -174388.7920
2S+1: 1
E_LUMO in eV: 1.25



No. 5
The following is a DFT calculation (ωB97M-V/def2-TZVPD) of an isolated molecule of C4H8O at a distorted geometry.

The geometry in XYZ format:
```
13
Properties=species:S:1:pos:R:3:nbo_charge:R:1
C 0.64 1.44 0.10 -0.625
C 0.32 0.01 -0.43 -0.349
C 1.45 -0.92 0.20 -0.625
C -0.95 -0.67 -0.06 0.422
H 0.81 1.47 1.27 0.219
H 1.64 1.74 -0.55 0.221
H -0.25 2.28 0.05 0.246
H 0.45 0.03 -1.55 0.234
H 2.37 -0.53 -0.29 0.218
H 1.48 -1.94 -0.20 0.212
H 1.42 -0.93 1.35 0.220
H -0.90 -1.82 0.15 0.135
O -1.97 0.06 0.12 -0.527
```

SMILES: CC(C)C=O
ΔE to the lowest compared entry with this formula, charge and spin in kJ/mol: 175.37
Molecular weight in g mol⁻¹: 72.11
Energy in eV: -6323.3502
2S+1: 1
E_LUMO in eV: 0.69



No. 6
The following is a DFT calculation (ωB97M-V/def2-TZVPD) of a structure of composition C10H20IrNO8 at a distorted geometry.

The geometry in XYZ format:
```
40
Properties=species:S:1:pos:R:3:nbo_charge:R:1
Ir 0.58 -0.63 -0.48 1.794
C -1.27 -0.71 2.33 -0.093
C -2.16 -1.09 1.13 -0.096
O -1.81 -0.26 0.03 -0.559
C -2.70 -0.26 -1.09 -0.109
C -1.94 -0.57 -2.40 -0.101
O -0.66 0.04 -2.45 -0.550
C -0.55 1.43 -2.77 -0.099
C -0.17 2.25 -1.53 -0.100
O 0.98 1.61 -0.98 -0.584
C 1.76 2.29 -0.01 -0.103
C 2.92 1.33 0.32 -0.100
O 2.44 0.10 0.84 -0.558
C 2.32 0.03 2.26 -0.096
C 1.12 -0.83 2.64 -0.106
O 0.02 -0.32 1.90 -0.552
H -1.24 -1.55 3.02 0.228
H -1.71 0.16 2.84 0.220
H -3.21 -0.93 1.39 0.231
H -2.00 -2.15 0.88 0.206
H -3.14 0.74 -1.14 0.211
H -3.50 -1.00 -0.96 0.233
H -2.55 -0.25 -3.25 0.234
H -1.73 -1.64 -2.49 0.226
H -1.47 1.81 -3.22 0.230
H 0.26 1.48 -3.50 0.232
H -0.99 2.25 -0.80 0.200
H 0.06 3.28 -1.80 0.236
H 1.16 2.52 0.88 0.204
H 2.17 3.22 -0.42 0.237
H 3.61 1.80 1.02 0.238
H 3.45 1.08 -0.61 0.230
H 2.19 1.04 2.67 0.207
H 3.24 -0.41 2.67 0.239
H 0.94 -0.75 3.71 0.237
H 1.29 -1.89 2.38 0.223
O 0.49 -2.79 0.37 -0.521
N 0.58 -3.37 -0.76 0.718
O 0.60 -4.53 -0.89 -0.207
O 0.62 -2.54 -1.72 -0.481
```

Charge: +2
Molecular weight in g mol⁻¹: 474.49
Energy in eV: -31377.8070
2S+1: 5
E_LUMO (spin up / spin down) in eV: -6.82 / -10.12